No. 1
C34H32Cl2N5O2PSSe2V | ωB97M-V/def2-TZVPD

Results
Charge = +2
ΔE to the lowest compared entry with this formula, charge and spin = 0.7759 eV
Spin multiplicity = 2
Orbital gap (alpha / beta) = 0.1954 / 0.2369 hartree
Expectation value of S² = 0.90

Atoms and positions in Å:
C 1.162 -0.393 1.808
H 4.430 -0.168 -2.131
C 1.224 4.680 -3.508
C -0.151 -4.216 3.970
C 3.038 -6.286 -2.281
C 3.602 -6.237 -1.015
H 0.683 2.827 -2.591
C 1.956 -1.378 2.578
C -0.103 -5.132 2.926
H -0.583 -6.096 3.028
C 0.186 5.919 -1.247
Se 0.306 3.626 1.896
H 3.336 -7.057 -2.977
H -6.084 4.896 -0.203
H -3.137 -3.695 0.841
C -3.064 3.757 -1.201
O 1.005 -0.472 0.549
H -6.336 -1.261 0.656
C 0.178 4.524 -1.354
H 1.666 6.662 -4.188
C 3.228 -5.238 -0.133
H 1.621 4.204 -4.394
C -4.327 4.853 1.019
C -5.137 -2.951 1.408
H 4.346 -6.956 -0.705
H 0.601 -5.544 0.944
H 1.617 -2.409 -0.004
O 0.602 0.641 2.327
H 2.142 -0.969 3.570
N 1.818 0.058 -2.076
H 2.904 -1.540 2.057
Cl 0.479 -3.222 -2.217
C -2.349 3.972 -0.019
C 0.692 3.906 -2.488
C -5.548 -1.462 1.379
H -2.574 3.365 -2.086
H 0.830 0.075 -1.890
H -2.433 4.697 2.008
C 4.066 0.659 -1.537
H 1.637 -5.359 -3.637
C 2.094 -5.343 -2.659
C 0.563 -4.826 1.752
H -5.720 -3.555 0.714
S -1.683 -1.369 0.297
C 1.186 -2.683 2.670
N -4.305 -0.791 0.965
C -3.333 -1.654 0.753
N -3.737 -2.896 0.969
C 1.247 6.062 -3.393
H -4.961 3.918 -2.177
P -0.595 3.614 -0.028
C 0.729 6.684 -2.262
H 2.580 3.543 0.447
Se -1.747 0.829 -0.133
C 2.262 -4.285 -0.469
C 1.716 -4.375 -1.746
C 3.038 2.729 -0.095
H 2.154 -0.745 -2.581
C 2.675 0.825 -1.376
H 5.981 1.458 -1.098
H -0.661 -4.459 4.891
H -0.227 6.406 -0.371
H -4.816 5.293 1.877
Cl 3.996 -5.143 1.416
H 0.493 -2.290 4.652
H -4.182 0.205 0.884
H -5.854 -1.100 2.359
H -5.204 -3.380 2.406
H 0.745 7.761 -2.176
N 1.900 -3.275 0.427
C -2.981 4.524 1.091
C 0.494 -2.999 3.833
C 4.912 1.570 -0.978
C -5.038 4.629 -0.150
H 5.017 3.442 0.126
C -4.409 4.079 -1.262
N 2.164 1.780 -0.566
V 0.389 1.467 0.570
C 4.382 2.665 -0.271
C 1.209 -3.599 1.611

Atoms 1-2, force components in eV/Å:
C -0.119 0.347 -0.128
H 0.002 -0.013 -0.012

Here are the Löwdin charges for atoms 1 to 8, given in e: C -0.546; H 0.127; C -0.052; C -0.073; C -0.057; C -0.083; H 0.094; C -0.010

No. 2
C39H41As2I2NO2PTeV | ωB97M-V/def2-TZVPD

Results
Charge = +2
ΔE to the lowest compared entry with this formula, charge and spin = 0.0000 eV
Spin multiplicity = 3
Orbital gap (alpha / beta) = 0.2513 / 0.2612 hartree
Expectation value of S² = 2.02

Atoms and positions in Å:
H -3.741 -0.215 3.295
H -4.598 0.664 -2.104
C 4.942 3.001 2.599
H -3.377 -3.431 0.631
H 4.597 2.061 -1.459
C -3.995 0.423 -1.198
C -1.492 -3.292 2.704
H 3.536 -1.126 -1.156
C 2.647 -4.022 1.397
C 1.888 -5.332 -0.457
C -3.199 -3.416 -0.463
H -0.917 0.447 3.771
H -3.688 2.264 1.365
I 1.546 5.973 -0.773
C 4.559 2.162 1.578
C -3.944 -4.097 -2.626
As 0.416 1.710 2.197
H -3.551 -0.585 -1.228
C -3.573 2.965 0.549
H -0.633 4.030 1.776
H -4.949 -4.555 -0.808
H -4.608 -4.654 -3.232
H 3.617 -5.729 0.773
H -2.386 -4.103 4.515
H 6.008 3.249 2.772
C 3.715 -0.559 -0.241
H 1.235 -2.509 2.090
C 0.255 2.816 -4.301
H -4.541 3.265 0.128
C 0.798 -4.463 -0.615
H -2.565 -0.354 1.250
H 0.139 -4.658 -1.459
H 5.255 1.873 0.829
H -2.480 -3.886 -4.246
C -1.565 -2.257 1.706
C 3.225 1.783 1.458
H 1.980 3.471 4.158
H 3.234 3.239 -1.204
C 0.122 0.740 3.839
C -2.719 -3.746 -3.153
H -4.661 0.531 -0.298
C -4.127 -4.021 -1.264
C 0.595 -3.390 0.220
H 0.573 -0.246 3.778
H 4.787 -0.380 -0.244
C 2.665 3.081 3.363
I 0.655 4.682 -6.630
C -1.698 -3.179 -2.359
O -0.316 -0.897 -0.377
H 1.895 -6.239 -1.041
C -3.088 -1.062 3.155
As 2.641 1.031 -0.175
H -3.755 -2.132 4.938
C 4.033 3.437 3.554
H 0.099 2.005 -6.273
Te -2.572 1.968 -1.016
P -0.799 -2.299 0.091
H -2.936 3.778 0.930
V 0.095 1.040 -0.367
H -0.333 -0.424 -5.525
C 1.515 -3.217 1.270
H 0.109 3.934 3.343
H -0.321 -0.850 -3.049
O 0.476 2.825 -0.667
H 4.292 4.060 4.394
H 3.483 -1.183 0.565
C -2.310 -3.222 3.842
H 1.097 6.075 -3.897
C -0.239 0.445 -4.844
C 0.870 4.625 -2.252
C 2.283 2.223 2.396
C -1.991 -2.992 -0.992
H 3.335 -3.887 2.209
H -0.718 -2.942 -2.799
C 0.546 3.320 -1.901
H 3.041 1.964 -2.413
C -0.243 0.174 -3.431
C 0.041 1.732 -5.259
C 0.798 5.069 -3.612
C 0.544 4.169 -4.581
C -2.371 -1.150 1.981
H 0.349 1.413 4.712
C -0.466 3.365 2.645
H -1.461 3.199 3.127
H -0.975 -4.200 2.449
C 0.237 2.446 -3.003
C -3.083 -2.106 4.088
C 2.779 -5.082 0.573
C 3.464 2.194 -1.452
N -0.025 1.167 -2.557

Atoms 1-2, force components in eV/Å:
H -0.078 0.132 0.155
H 0.480 -0.492 0.690

Here are the Löwdin charges for atoms 1 to 8, given in e: H 0.111; H 0.023; C -0.058; H 0.125; H 0.080; C -0.403; C -0.035; H 0.045

No. 3
C2H4S3 | ωB97M-V/def2-TZVPD

Results
ΔE to the lowest compared entry with this formula, charge and spin = 2.3937 eV
Orbital gap = 0.3089 hartree

Atoms and positions in Å:
C -0.378 -0.450 0.097
H 0.386 1.665 0.553
S -1.315 -1.410 -1.003
C -0.444 0.979 0.295
S 1.799 -1.108 0.055
H -0.451 -1.245 -2.165
S -0.722 -0.099 1.753
H -1.254 1.663 0.167
H 2.379 0.005 0.248

Atoms 1-2, force components in eV/Å:
C 3.741 -0.598 -0.456
H 0.300 -1.119 -0.839

Here are the natural (NBO) charges for atoms 1 to 8, given in e: C -0.352; H 0.239; S 0.084; C -0.514; S -0.185; H 0.167; S 0.224; H 0.240

Repeat the first record exactly.
C34H32Cl2N5O2PSSe2V | ωB97M-V/def2-TZVPD

Results
Charge = +2
ΔE to the lowest compared entry with this formula, charge and spin = 0.7759 eV
Spin multiplicity = 2
Orbital gap (alpha / beta) = 0.1954 / 0.2369 hartree
Expectation value of S² = 0.90

Atoms and positions in Å:
C 1.162 -0.393 1.808
H 4.430 -0.168 -2.131
C 1.224 4.680 -3.508
C -0.151 -4.216 3.970
C 3.038 -6.286 -2.281
C 3.602 -6.237 -1.015
H 0.683 2.827 -2.591
C 1.956 -1.378 2.578
C -0.103 -5.132 2.926
H -0.583 -6.096 3.028
C 0.186 5.919 -1.247
Se 0.306 3.626 1.896
H 3.336 -7.057 -2.977
H -6.084 4.896 -0.203
H -3.137 -3.695 0.841
C -3.064 3.757 -1.201
O 1.005 -0.472 0.549
H -6.336 -1.261 0.656
C 0.178 4.524 -1.354
H 1.666 6.662 -4.188
C 3.228 -5.238 -0.133
H 1.621 4.204 -4.394
C -4.327 4.853 1.019
C -5.137 -2.951 1.408
H 4.346 -6.956 -0.705
H 0.601 -5.544 0.944
H 1.617 -2.409 -0.004
O 0.602 0.641 2.327
H 2.142 -0.969 3.570
N 1.818 0.058 -2.076
H 2.904 -1.540 2.057
Cl 0.479 -3.222 -2.217
C -2.349 3.972 -0.019
C 0.692 3.906 -2.488
C -5.548 -1.462 1.379
H -2.574 3.365 -2.086
H 0.830 0.075 -1.890
H -2.433 4.697 2.008
C 4.066 0.659 -1.537
H 1.637 -5.359 -3.637
C 2.094 -5.343 -2.659
C 0.563 -4.826 1.752
H -5.720 -3.555 0.714
S -1.683 -1.369 0.297
C 1.186 -2.683 2.670
N -4.305 -0.791 0.965
C -3.333 -1.654 0.753
N -3.737 -2.896 0.969
C 1.247 6.062 -3.393
H -4.961 3.918 -2.177
P -0.595 3.614 -0.028
C 0.729 6.684 -2.262
H 2.580 3.543 0.447
Se -1.747 0.829 -0.133
C 2.262 -4.285 -0.469
C 1.716 -4.375 -1.746
C 3.038 2.729 -0.095
H 2.154 -0.745 -2.581
C 2.675 0.825 -1.376
H 5.981 1.458 -1.098
H -0.661 -4.459 4.891
H -0.227 6.406 -0.371
H -4.816 5.293 1.877
Cl 3.996 -5.143 1.416
H 0.493 -2.290 4.652
H -4.182 0.205 0.884
H -5.854 -1.100 2.359
H -5.204 -3.380 2.406
H 0.745 7.761 -2.176
N 1.900 -3.275 0.427
C -2.981 4.524 1.091
C 0.494 -2.999 3.833
C 4.912 1.570 -0.978
C -5.038 4.629 -0.150
H 5.017 3.442 0.126
C -4.409 4.079 -1.262
N 2.164 1.780 -0.566
V 0.389 1.467 0.570
C 4.382 2.665 -0.271
C 1.209 -3.599 1.611

Atoms 1-2, force components in eV/Å:
C -0.119 0.347 -0.128
H 0.002 -0.013 -0.012

Here are the Löwdin charges for atoms 1 to 8, given in e: C -0.546; H 0.127; C -0.052; C -0.073; C -0.057; C -0.083; H 0.094; C -0.010

Copy entry 2 word for word.
C39H41As2I2NO2PTeV | ωB97M-V/def2-TZVPD

Results
Charge = +2
ΔE to the lowest compared entry with this formula, charge and spin = 0.0000 eV
Spin multiplicity = 3
Orbital gap (alpha / beta) = 0.2513 / 0.2612 hartree
Expectation value of S² = 2.02

Atoms and positions in Å:
H -3.741 -0.215 3.295
H -4.598 0.664 -2.104
C 4.942 3.001 2.599
H -3.377 -3.431 0.631
H 4.597 2.061 -1.459
C -3.995 0.423 -1.198
C -1.492 -3.292 2.704
H 3.536 -1.126 -1.156
C 2.647 -4.022 1.397
C 1.888 -5.332 -0.457
C -3.199 -3.416 -0.463
H -0.917 0.447 3.771
H -3.688 2.264 1.365
I 1.546 5.973 -0.773
C 4.559 2.162 1.578
C -3.944 -4.097 -2.626
As 0.416 1.710 2.197
H -3.551 -0.585 -1.228
C -3.573 2.965 0.549
H -0.633 4.030 1.776
H -4.949 -4.555 -0.808
H -4.608 -4.654 -3.232
H 3.617 -5.729 0.773
H -2.386 -4.103 4.515
H 6.008 3.249 2.772
C 3.715 -0.559 -0.241
H 1.235 -2.509 2.090
C 0.255 2.816 -4.301
H -4.541 3.265 0.128
C 0.798 -4.463 -0.615
H -2.565 -0.354 1.250
H 0.139 -4.658 -1.459
H 5.255 1.873 0.829
H -2.480 -3.886 -4.246
C -1.565 -2.257 1.706
C 3.225 1.783 1.458
H 1.980 3.471 4.158
H 3.234 3.239 -1.204
C 0.122 0.740 3.839
C -2.719 -3.746 -3.153
H -4.661 0.531 -0.298
C -4.127 -4.021 -1.264
C 0.595 -3.390 0.220
H 0.573 -0.246 3.778
H 4.787 -0.380 -0.244
C 2.665 3.081 3.363
I 0.655 4.682 -6.630
C -1.698 -3.179 -2.359
O -0.316 -0.897 -0.377
H 1.895 -6.239 -1.041
C -3.088 -1.062 3.155
As 2.641 1.031 -0.175
H -3.755 -2.132 4.938
C 4.033 3.437 3.554
H 0.099 2.005 -6.273
Te -2.572 1.968 -1.016
P -0.799 -2.299 0.091
H -2.936 3.778 0.930
V 0.095 1.040 -0.367
H -0.333 -0.424 -5.525
C 1.515 -3.217 1.270
H 0.109 3.934 3.343
H -0.321 -0.850 -3.049
O 0.476 2.825 -0.667
H 4.292 4.060 4.394
H 3.483 -1.183 0.565
C -2.310 -3.222 3.842
H 1.097 6.075 -3.897
C -0.239 0.445 -4.844
C 0.870 4.625 -2.252
C 2.283 2.223 2.396
C -1.991 -2.992 -0.992
H 3.335 -3.887 2.209
H -0.718 -2.942 -2.799
C 0.546 3.320 -1.901
H 3.041 1.964 -2.413
C -0.243 0.174 -3.431
C 0.041 1.732 -5.259
C 0.798 5.069 -3.612
C 0.544 4.169 -4.581
C -2.371 -1.150 1.981
H 0.349 1.413 4.712
C -0.466 3.365 2.645
H -1.461 3.199 3.127
H -0.975 -4.200 2.449
C 0.237 2.446 -3.003
C -3.083 -2.106 4.088
C 2.779 -5.082 0.573
C 3.464 2.194 -1.452
N -0.025 1.167 -2.557

Atoms 1-2, force components in eV/Å:
H -0.078 0.132 0.155
H 0.480 -0.492 0.690

Here are the Löwdin charges for atoms 1 to 8, given in e: H 0.111; H 0.023; C -0.058; H 0.125; H 0.080; C -0.403; C -0.035; H 0.045

Question: Number 1 is which compound?
Answer: C34H32Cl2N5O2PSSe2V

What did the first record say?
C34H32Cl2N5O2PSSe2V | ωB97M-V/def2-TZVPD

Results
Charge = +2
ΔE to the lowest compared entry with this formula, charge and spin = 0.7759 eV
Spin multiplicity = 2
Orbital gap (alpha / beta) = 0.1954 / 0.2369 hartree
Expectation value of S² = 0.90

Atoms and positions in Å:
C 1.162 -0.393 1.808
H 4.430 -0.168 -2.131
C 1.224 4.680 -3.508
C -0.151 -4.216 3.970
C 3.038 -6.286 -2.281
C 3.602 -6.237 -1.015
H 0.683 2.827 -2.591
C 1.956 -1.378 2.578
C -0.103 -5.132 2.926
H -0.583 -6.096 3.028
C 0.186 5.919 -1.247
Se 0.306 3.626 1.896
H 3.336 -7.057 -2.977
H -6.084 4.896 -0.203
H -3.137 -3.695 0.841
C -3.064 3.757 -1.201
O 1.005 -0.472 0.549
H -6.336 -1.261 0.656
C 0.178 4.524 -1.354
H 1.666 6.662 -4.188
C 3.228 -5.238 -0.133
H 1.621 4.204 -4.394
C -4.327 4.853 1.019
C -5.137 -2.951 1.408
H 4.346 -6.956 -0.705
H 0.601 -5.544 0.944
H 1.617 -2.409 -0.004
O 0.602 0.641 2.327
H 2.142 -0.969 3.570
N 1.818 0.058 -2.076
H 2.904 -1.540 2.057
Cl 0.479 -3.222 -2.217
C -2.349 3.972 -0.019
C 0.692 3.906 -2.488
C -5.548 -1.462 1.379
H -2.574 3.365 -2.086
H 0.830 0.075 -1.890
H -2.433 4.697 2.008
C 4.066 0.659 -1.537
H 1.637 -5.359 -3.637
C 2.094 -5.343 -2.659
C 0.563 -4.826 1.752
H -5.720 -3.555 0.714
S -1.683 -1.369 0.297
C 1.186 -2.683 2.670
N -4.305 -0.791 0.965
C -3.333 -1.654 0.753
N -3.737 -2.896 0.969
C 1.247 6.062 -3.393
H -4.961 3.918 -2.177
P -0.595 3.614 -0.028
C 0.729 6.684 -2.262
H 2.580 3.543 0.447
Se -1.747 0.829 -0.133
C 2.262 -4.285 -0.469
C 1.716 -4.375 -1.746
C 3.038 2.729 -0.095
H 2.154 -0.745 -2.581
C 2.675 0.825 -1.376
H 5.981 1.458 -1.098
H -0.661 -4.459 4.891
H -0.227 6.406 -0.371
H -4.816 5.293 1.877
Cl 3.996 -5.143 1.416
H 0.493 -2.290 4.652
H -4.182 0.205 0.884
H -5.854 -1.100 2.359
H -5.204 -3.380 2.406
H 0.745 7.761 -2.176
N 1.900 -3.275 0.427
C -2.981 4.524 1.091
C 0.494 -2.999 3.833
C 4.912 1.570 -0.978
C -5.038 4.629 -0.150
H 5.017 3.442 0.126
C -4.409 4.079 -1.262
N 2.164 1.780 -0.566
V 0.389 1.467 0.570
C 4.382 2.665 -0.271
C 1.209 -3.599 1.611

Atoms 1-2, force components in eV/Å:
C -0.119 0.347 -0.128
H 0.002 -0.013 -0.012

Here are the Löwdin charges for atoms 1 to 8, given in e: C -0.546; H 0.127; C -0.052; C -0.073; C -0.057; C -0.083; H 0.094; C -0.010